This record from OMol25 describes a cluster of 15 separate species, C54H108F6O36 in total. The level of theory is wB97M-V/def2-TZVPD.

XYZ file:
```
204
Properties=species:S:1:pos:R:3:forces:R:3:mulliken_charge:R:1
C 4.1375 4.2253 -2.8487 0.1 -0.7 -0.4 0.4545
C 5.3937 5.0378 -2.9843 0.7 0.5 -0.5 0.4755
O 5.7810 4.8098 -4.3308 0.6 1.1 0.2 -0.3467
C 4.9414 3.9964 -4.9637 -1.1 -1.8 -0.7 0.5526
O 4.9805 3.6263 -6.0995 0.5 0.7 0.6 -0.5534
O 3.9856 3.5392 -4.1072 0.5 0.5 0.4 -0.2805
F 6.4314 4.5943 -2.1893 -0.6 -0.1 -0.2 -0.3213
H 3.2332 4.7755 -2.6994 -0.3 0.5 0.5 -0.0747
H 4.3484 3.5189 -2.0683 -0.4 -0.5 0.5 -0.1922
H 5.2919 6.1059 -2.7681 0.0 -0.2 -0.3 0.1781
C 0.4642 -2.7804 -3.2250 -0.9 -0.6 1.0 1.4885
C -0.8059 -2.4476 -3.9764 -0.4 -0.8 0.2 1.1905
O -0.9738 -3.6047 -4.7669 -0.3 0.7 -0.9 -0.4187
C 0.2058 -4.2600 -4.9076 -0.3 -1.9 0.4 0.5021
O 0.3670 -5.2416 -5.5729 -0.1 1.0 -0.1 -0.5663
O 1.0715 -3.8214 -3.9976 0.8 1.0 -0.1 -0.2490
F -0.5838 -1.3366 -4.7317 -0.2 0.2 -0.6 -0.3224
H 0.1387 -3.2573 -2.2939 0.4 0.4 0.2 -0.3824
H 1.0815 -1.9015 -3.0681 0.3 -0.2 0.0 -0.7913
H -1.7638 -2.3481 -3.4288 0.9 0.3 0.0 -0.3731
C 6.1564 -5.3976 2.8325 -0.4 0.4 -1.8 -0.3816
C 6.5815 -3.9515 2.6399 0.6 0.1 1.8 0.2229
O 5.8119 -3.3439 3.6813 2.9 2.5 -1.1 -0.2938
C 4.7964 -4.0585 4.0023 -4.0 0.0 1.4 0.7094
O 3.8970 -3.6886 4.7261 1.3 -0.9 -0.9 -0.5576
O 4.8337 -5.2034 3.3259 -0.2 -1.8 0.2 -0.3596
F 6.2558 -3.4293 1.4304 -0.1 -0.2 0.3 -0.1652
H 6.7855 -5.9556 3.5144 0.0 0.0 0.3 0.2962
H 6.1090 -5.8867 1.8500 -0.1 -0.1 0.4 0.2810
H 7.6087 -3.6951 2.9087 0.0 -0.2 -0.5 0.2482
C 0.0474 7.1908 3.7257 -0.7 0.3 0.2 -0.4614
C -0.3190 5.7265 3.6921 -0.2 -0.4 0.4 0.5095
O 0.8074 5.1190 4.2413 -0.2 -1.5 -0.4 -0.2350
C 1.8667 5.9414 4.2716 0.5 0.3 0.9 0.5896
O 2.9409 5.6604 4.7176 -0.9 0.4 -0.9 -0.5316
O 1.4387 7.1468 3.8603 2.1 0.8 -1.0 -0.3860
F -0.5796 5.2818 2.4087 0.6 0.2 0.1 -0.2404
H -0.2197 7.7259 4.6327 -1.1 -0.2 0.0 0.3522
H -0.3410 7.7093 2.8354 0.6 -0.1 0.2 0.2969
H -1.1366 5.3719 4.2807 -0.8 0.2 0.4 0.2089
C -3.4161 2.9035 -0.7608 -0.3 -1.0 -0.1 0.4689
C -3.6639 2.2046 0.5618 0.0 0.3 -0.2 1.9623
O -4.7138 3.0337 1.1223 0.6 -1.8 0.4 -0.4408
C -4.6509 4.2366 0.5784 0.9 0.2 -1.9 0.5083
O -5.2345 5.1953 0.9229 -0.7 1.0 0.7 -0.5761
O -3.8351 4.2118 -0.5316 -0.7 1.1 0.8 -0.3891
F -2.5735 2.3688 1.3385 0.6 0.1 0.9 0.4066
H -4.0600 2.4203 -1.4643 -0.5 -0.2 -0.9 -0.2136
H -2.4111 2.9206 -1.1466 0.5 -0.3 0.3 -0.2691
H -3.9223 1.1350 0.5617 -0.3 0.7 0.0 -1.4421
C 0.2605 -1.0060 -0.0901 0.6 0.7 2.7 1.6473
C 0.4534 0.4438 0.2876 -0.1 1.5 0.2 0.4201
O 0.4158 0.5243 1.7096 0.9 1.2 -0.7 0.1321
C -0.1798 -0.5453 2.1878 -0.7 -1.4 0.1 0.0756
O -0.5911 -0.7524 3.2878 0.3 0.5 0.2 -0.6438
O -0.2924 -1.4497 1.2229 -0.2 -1.7 -2.0 -0.2032
F -0.6782 1.1464 -0.1210 0.3 0.0 -0.4 0.0158
H 1.2624 -1.4397 -0.2281 -0.6 -0.3 -0.3 -0.4449
H -0.4846 -1.1012 -0.8723 0.2 -0.4 0.0 -0.4751
H 1.3487 0.9761 -0.0623 -0.4 -0.4 0.1 -0.7172
C -1.4589 -7.4379 5.0490 -0.1 1.0 1.5 -0.5701
O -1.1163 -8.3579 4.0716 -0.4 -0.6 -1.2 -0.4263
C -1.0802 -7.8530 2.7160 0.1 -0.7 1.5 -0.3500
C 0.1394 -6.9952 2.5902 1.2 -0.8 0.0 -0.6013
O 0.0476 -5.7585 3.2075 -0.1 1.6 -0.2 -0.4094
C -0.5177 -4.7736 2.3661 -0.8 -0.2 -1.3 -0.3540
H -1.4335 -7.9680 6.0095 -0.2 -0.1 -0.2 0.2893
H -2.4595 -6.9352 4.9692 0.5 -0.6 -0.4 0.2311
H -0.7185 -6.6346 5.1562 -0.1 -0.1 -0.2 0.2237
H -2.0209 -7.3527 2.5401 -0.3 0.4 -0.4 0.2780
H -1.0070 -8.7368 2.0769 0.0 0.1 0.0 0.3283
H 0.5028 -6.8901 1.5778 -0.1 0.1 -0.7 0.4907
H 0.9472 -7.5327 3.1168 -0.3 0.1 -0.1 0.3345
H -1.5533 -5.0933 2.0364 0.8 0.5 0.5 0.0525
H 0.0305 -4.5957 1.3987 0.0 -0.5 0.8 0.2460
H -0.5550 -3.7950 2.8404 -0.1 -0.2 0.4 0.1098
C -4.7113 -6.2548 -0.3671 1.4 -0.5 0.0 -0.4573
O -4.5451 -5.1698 -1.2397 0.6 0.2 -0.8 -0.3665
C -3.2942 -5.2787 -2.0087 -2.3 0.0 -0.6 -0.8466
C -2.1419 -4.7355 -1.2551 0.6 -0.9 0.3 0.4451
O -2.0701 -3.3561 -1.3143 -0.1 1.0 -0.6 0.2817
C -2.8374 -2.6969 -0.3547 -0.4 0.6 1.7 -0.8207
H -3.7359 -6.3727 0.1801 -1.0 -0.3 0.1 0.0666
H -4.9050 -7.1920 -0.9206 0.0 0.2 0.1 0.3174
H -5.5327 -6.0703 0.3158 0.0 0.2 0.1 0.2673
H -3.5004 -4.6692 -2.9149 0.3 -0.5 0.4 0.2019
H -3.1580 -6.3313 -2.2936 0.1 0.2 0.0 0.4586
H -1.2016 -5.0690 -1.7039 -0.1 -0.4 0.1 0.4793
H -2.2251 -5.1269 -0.2239 0.4 0.4 -0.1 -0.4931
H -2.3287 -2.8565 0.6113 -0.3 0.4 0.0 -0.0051
H -3.8803 -3.0308 -0.2212 0.4 -0.2 -0.5 0.6026
H -2.8847 -1.6176 -0.5648 0.3 -0.3 -0.1 -0.3023
C 4.5644 -0.2667 5.5018 -1.5 0.1 0.6 -0.6352
O 4.2221 0.6015 4.4126 1.5 -0.1 1.0 -0.3468
C 2.8867 0.7563 4.1405 -1.1 0.1 -1.4 -0.7625
C 2.6635 2.0295 3.3036 0.2 0.3 -0.1 0.4950
O 3.2655 1.9751 1.9891 -0.2 -0.8 0.8 -0.3915
C 2.9708 3.0876 1.2004 -0.4 0.1 -0.8 0.1667
H 4.2177 0.1636 6.4984 0.4 -0.2 -1.1 0.2844
H 5.6517 -0.3286 5.5068 -0.2 -0.2 0.0 0.2443
H 4.0485 -1.2666 5.4213 0.8 0.8 -0.2 0.2333
H 2.2264 0.8349 5.0214 0.3 0.1 0.1 0.4536
H 2.5425 -0.1313 3.5684 -0.2 0.3 0.1 0.1370
H 3.0405 2.9192 3.8526 0.0 -0.5 -0.2 0.3607
H 1.5888 2.1574 3.1510 -0.1 0.0 0.2 -0.2095
H 1.9506 3.4887 1.3854 0.3 -0.3 -0.1 0.0201
H 3.0562 2.8015 0.1195 -0.2 0.1 0.8 -0.7478
H 3.6817 3.8920 1.3627 0.2 0.3 0.2 0.7292
C -3.1798 4.1921 -4.6584 0.2 0.3 -0.4 -0.2715
O -2.6908 3.4941 -5.7967 0.0 0.3 0.7 -0.4735
C -1.8852 2.3767 -5.4963 -0.4 -0.7 -0.5 -0.3750
C -2.6907 1.0784 -5.2935 0.7 -0.4 0.2 -0.5200
O -3.0752 0.9307 -3.9286 -0.4 -0.3 0.3 0.1703
C -4.1493 -0.0021 -3.6545 0.8 0.8 -0.3 -0.4880
H -3.6083 3.5027 -3.9453 -0.1 -0.2 0.4 -0.0439
H -3.9680 4.8513 -5.0261 0.1 0.0 0.1 0.3482
H -2.3839 4.8065 -4.1855 -0.3 -0.3 -0.1 0.1670
H -1.1898 2.4985 -4.6561 -0.2 0.3 0.1 0.0197
H -1.2769 2.2805 -6.3929 0.2 -0.4 0.0 0.4234
H -2.0582 0.2124 -5.5956 -0.3 0.5 0.1 0.2128
H -3.5780 1.0819 -5.9153 -0.2 0.2 -0.3 0.4220
H -5.0291 0.2357 -4.2554 -0.1 0.1 -0.1 0.4284
H -4.3922 0.1840 -2.6027 0.0 -0.4 -0.3 -0.2219
H -3.8746 -1.0535 -3.8592 0.1 0.4 0.2 0.2734
C 4.2584 -1.4979 0.2464 0.3 0.0 -0.6 -1.3654
O 3.4992 -1.2256 -0.9173 -1.2 0.2 0.1 0.3067
C 3.9554 -0.0717 -1.5917 0.5 0.2 -0.3 -0.6590
C 3.0581 0.1835 -2.7993 -0.6 -0.4 0.3 -0.5888
O 1.7299 0.4156 -2.3156 -0.8 0.9 -1.0 0.2332
C 0.9542 1.4082 -3.1070 0.0 -1.3 1.4 -0.8697
H 4.0153 -2.4958 0.6054 -0.4 0.2 0.1 0.0829
H 4.1891 -0.7248 1.0226 -0.2 -0.1 -0.1 0.4898
H 5.2614 -1.5547 -0.1332 1.1 0.0 0.4 0.5473
H 4.9907 -0.3138 -1.9480 -0.5 0.7 0.2 0.6036
H 3.9444 0.8184 -0.9093 0.2 -0.6 -0.4 0.0275
H 3.0445 -0.7206 -3.4216 0.1 0.0 0.0 0.1242
H 3.3526 1.0133 -3.4444 0.4 0.1 0.3 0.4238
H 1.3819 2.3836 -2.9084 0.2 0.3 -0.3 0.2762
H -0.0680 1.3989 -2.6434 0.8 -0.1 -0.7 -0.0132
H 0.9349 1.1508 -4.1797 0.0 0.1 0.5 0.4971
C 2.7342 8.3975 -3.4600 0.2 -1.2 0.4 -0.8273
O 2.8756 7.5098 -2.3300 0.2 0.3 0.0 -0.1992
C 1.8543 7.5893 -1.3739 -0.5 -0.2 0.6 -0.5942
C 1.8765 6.3557 -0.4454 -0.3 0.2 -1.2 -0.3054
O 1.4357 5.2086 -1.1754 -1.1 -0.5 0.5 0.0332
C -0.0242 5.1027 -1.2051 1.0 0.7 -0.5 -0.3721
H 2.0643 7.9386 -4.2274 0.4 0.3 0.5 0.3062
H 3.7747 8.4208 -3.7993 -0.4 0.5 -0.5 0.2294
H 2.3424 9.3793 -3.1698 0.3 -0.1 0.0 0.3523
H 0.9090 7.6582 -1.9334 -0.1 -0.1 0.5 0.3903
H 1.9238 8.4596 -0.6915 0.2 0.1 -0.5 0.3398
H 1.2453 6.5426 0.4364 0.1 -0.1 -0.1 0.0441
H 2.9073 6.1630 -0.1279 -0.2 0.0 0.0 0.3403
H -0.3196 4.4357 -2.0305 0.3 0.4 0.1 -0.1556
H -0.3997 6.1333 -1.3631 -0.3 -0.7 0.0 0.3352
H -0.4511 4.6840 -0.2951 0.3 0.1 0.3 0.0943
C -1.2656 2.1302 4.9562 0.6 -2.5 -2.6 -0.1398
O -2.4864 2.6308 5.3201 -0.5 1.2 2.1 -0.5460
C -3.3863 2.9917 4.3218 -0.4 0.0 0.4 1.5655
C -4.5686 3.6308 5.0357 0.8 1.7 -0.1 -0.9361
O -4.2957 5.0137 5.4980 -0.2 -1.6 -0.7 -0.4072
C -4.6464 5.9590 4.5158 0.2 0.6 0.3 -0.5532
H -1.5297 1.1289 4.5306 0.8 0.4 -0.1 0.2064
H -0.5237 1.8729 5.7327 -0.8 0.9 0.2 0.2694
H -0.7777 2.6848 4.1103 -0.2 -0.1 0.7 -0.0961
H -3.8122 2.1464 3.7557 0.4 -0.3 0.1 -0.6050
H -2.8924 3.6400 3.6021 -0.1 0.4 -0.3 -0.2264
H -4.7621 3.0803 5.9423 -0.1 -0.3 0.2 0.3721
H -5.4233 3.5896 4.3558 -0.2 0.3 0.2 0.3556
H -4.4724 6.9688 4.9272 0.1 -0.4 0.0 0.2534
H -5.7107 5.8846 4.3217 -0.3 0.0 -0.5 0.3439
H -4.0591 5.8782 3.5879 -0.2 -0.2 0.1 0.1362
C 2.7241 -8.3128 -4.7013 -0.4 -0.3 -0.6 -0.6931
O 3.2270 -7.3885 -3.7814 0.4 0.9 0.7 -0.2953
C 3.8080 -6.2099 -4.3784 -0.2 -0.2 0.5 -0.5864
C 4.0889 -5.0833 -3.3596 -0.3 -1.5 0.7 -0.3257
O 5.1581 -5.3962 -2.4910 0.3 -0.7 0.6 -0.4623
C 5.3154 -4.5139 -1.3913 -0.2 0.6 -1.1 -0.4574
H 3.4640 -8.9753 -5.1857 0.2 0.4 0.3 0.2748
H 2.1574 -7.8323 -5.5169 0.0 0.0 0.3 0.2624
H 2.0467 -8.9711 -4.1535 0.0 0.1 0.0 0.2573
H 3.0290 -5.8059 -5.0259 0.3 0.1 -0.6 0.3103
H 4.6965 -6.5582 -4.8965 0.3 0.4 -0.4 0.3593
H 3.1612 -5.0556 -2.7910 -0.3 0.4 0.3 0.1770
H 4.2864 -4.1107 -3.7948 -0.2 0.2 -0.6 0.4359
H 6.2748 -4.6807 -0.9171 0.0 -0.4 0.1 0.2580
H 4.4898 -4.4555 -0.6696 0.0 -0.7 -0.1 0.2073
H 5.3639 -3.5123 -1.8019 0.1 0.7 -0.1 0.2782
C -7.1023 1.7012 -0.2913 0.1 -0.7 -0.1 -0.9226
O -6.0010 0.8516 -0.7099 -0.7 1.3 0.1 -0.0941
C -6.0753 -0.5230 -0.4005 -0.7 0.1 0.1 0.0181
C -6.0520 -0.8796 1.0856 2.3 0.0 0.1 -0.9975
O -4.6726 -0.6787 1.5283 -0.8 0.2 -1.0 0.3882
C -4.3703 -1.0744 2.8351 0.4 -0.5 0.1 -1.0168
H -7.0483 1.8129 0.7948 -0.5 -0.1 0.0 0.3074
H -8.1041 1.3222 -0.6501 1.0 0.2 0.4 0.3113
H -6.9466 2.7122 -0.6863 0.1 -0.4 -0.2 0.2588
H -5.2000 -0.8839 -0.9341 0.0 -0.7 0.3 -0.3827
H -6.9874 -0.9414 -0.8409 0.0 -0.1 -0.1 0.4754
H -6.3030 -1.9106 1.3264 -0.2 -0.3 -0.5 0.5327
H -6.7157 -0.2729 1.6680 -0.5 0.6 0.3 0.5194
H -4.5344 -2.1519 2.9981 0.0 0.1 -0.1 0.2722
H -4.9391 -0.5248 3.5553 -0.6 0.4 0.6 0.3671
H -3.3195 -0.8397 3.0247 0.0 -0.2 -0.2 0.1442
```
Forces are in eV/Å.

Output
total charge	0
spin multiplicity	1
frontier orbital gap	0.3505	Ha

This record from OMol25 describes a cluster of 2 separate species, C5H6Si in total. The level of theory is wB97M-V/def2-TZVPD.

XYZ file:
```
12
Properties=species:S:1:pos:R:3:forces:R:3:mulliken_charge:R:1
C 1.8948 -0.8589 -0.8702 -2.1 -0.8 1.2 -0.7089
C 0.8066 -1.4369 -0.4891 -0.8 -1.5 1.4 -0.2895
C -2.0056 -1.6430 -1.2405 -4.2 1.7 6.0 -0.6092
C -2.6483 -1.3834 -0.2314 2.8 -1.2 -4.6 -0.4121
C 0.8418 0.0634 -0.2702 0.4 0.6 -1.6 -0.0783
Si 1.3249 0.7396 1.4369 0.3 0.1 0.2 -0.0619
H 2.8483 -0.9986 -1.1935 2.4 -0.1 -0.9 0.3908
H 0.1667 -2.3289 -0.1944 1.3 1.4 -0.7 0.4198
H -1.4499 -1.8873 -2.0036 2.6 -1.0 -3.7 0.6141
H -3.3013 -1.3647 0.5374 -1.5 0.4 2.1 0.4337
H 0.3831 0.5591 -1.1313 -0.4 0.8 0.8 0.3756
H 2.6017 1.6384 1.1178 -0.8 -0.5 -0.3 -0.0740
```
Forces are in eV/Å.

Output
total charge	0
spin multiplicity	1
frontier orbital gap	0.2690	Ha
energy above the lowest of the compared OMol25 structures with the same formula, charge and spin	559.46	kJ/mol

This record from OMol25 describes a structure of composition C2H4FNO3. The level of theory is wB97M-V/def2-TZVPD.

XYZ file:
```
11
Properties=species:S:1:pos:R:3:forces:R:3:mulliken_charge:R:1
C -0.4369 0.2535 0.1885 4.4 -1.2 4.7 -0.9789
C 1.2753 -0.7688 -0.0134 -5.3 1.8 0.3 0.5375
N 2.1295 0.5186 0.1021 1.1 -2.7 0.2 0.8796
O 2.6703 0.5853 1.1710 0.3 0.7 0.8 -0.5267
O 2.1916 1.2974 -0.7850 -0.4 1.0 -1.5 -0.5319
O 1.1820 -1.4985 -1.1827 0.9 -0.4 1.1 -0.4796
F 1.5431 -1.4985 1.0710 -0.1 -0.3 -0.6 -0.2398
H -0.0437 1.1585 0.7316 -0.5 -0.6 -1.1 0.3172
H -0.7631 0.3706 -0.7569 -1.1 0.5 -3.0 0.3398
H -1.1298 -0.1757 0.9319 0.3 -0.5 -0.8 0.3316
H 0.9864 -2.4585 -0.9650 0.4 1.7 -0.1 0.3511
```
Forces are in eV/Å.

Output
total charge	0
spin multiplicity	1
frontier orbital gap	0.3811	Ha
energy above the lowest of the compared OMol25 structures with the same formula, charge and spin	246.39	kJ/mol